{
  "formula": "C35H31CdF5N3OSTe",
  "method": "ωB97M-V/def2-TZVPD",
  "species": ["Cd", "N", "C", "C", "C", "C", "C", "C", "C", "C", "N", "C", "H", "H", "H", "H", "H", "H", "H", "H", "F", "C", "F", "C", "F", "F", "F", "S", "C", "C", "C", "C", "C", "C", "C", "Te", "N", "C", "O", "C", "C", "C", "C", "C", "C", "C", "C", "C", "C", "C", "C", "C", "C", "C", "C", "H", "H", "H", "H", "H", "H", "H", "H", "H", "H", "H", "H", "H", "H", "H", "H", "H", "H", "H", "H", "H", "H", "H"],
  "xyz": [[-1.48624, 1.59426, -0.19150], [-3.61847, -0.01221, -1.10949], [-4.78571, 0.72936, -1.00226], [-6.01388, 0.18941, -0.70844], [-7.16353, 1.00013, -0.59401], [-7.10088, 2.35004, -0.78693], [-5.84579, 2.94636, -1.06719], [-5.67720, 4.34186, -1.24081], [-4.43426, 4.85851, -1.45650], [-3.33138, 3.97553, -1.47094], [-3.45725, 2.68293, -1.32482], [-4.69357, 2.14918, -1.14940], [-3.06166, 0.16391, -1.96371], [-3.75510, -1.00650, -0.99028], [-6.09643, -0.88229, -0.57442], [-8.11314, 0.53019, -0.36937], [-7.98282, 2.97351, -0.71901], [-6.54789, 4.98576, -1.18699], [-4.27177, 5.91982, -1.58244], [-2.31786, 4.34676, -1.59249], [-0.99141, 2.14777, 2.72996], [-1.96378, 1.49744, 1.97187], [-2.04422, 0.21170, 2.48159], [-3.28125, 2.18497, 2.37340], [-3.34170, 3.42638, 1.86093], [-3.43729, 2.29762, 3.70669], [-4.34118, 1.50920, 1.90561], [-1.27595, 0.34588, -3.38569], [-0.53780, 1.18587, -2.13835], [4.03855, -7.27210, -0.18138], [3.43384, -5.90001, -0.31429], [4.04719, -4.78833, 0.24682], [3.50470, -3.51394, 0.13254], [4.21886, -2.36796, 0.79536], [2.29606, -3.34403, -0.56493], [1.48142, -1.39434, -0.74703], [0.64416, 1.80137, -2.30436], [0.91052, 2.79190, -1.45412], [0.08619, 3.41080, -0.72386], [2.35782, 3.19487, -1.35639], [2.71432, 4.29393, -0.58512], [4.04942, 4.64342, -0.43835], [5.03666, 3.89085, -1.06070], [4.68292, 2.78997, -1.83154], [3.34798, 2.44742, -1.98557], [1.11849, -1.25785, 1.34133], [0.50155, -2.34710, 1.95574], [0.28671, -2.36306, 3.32213], [0.67918, -1.27441, 4.08836], [1.27676, -0.18874, 3.47755], [1.50866, -0.15298, 2.10170], [2.14048, 1.06851, 1.50014], [1.65859, -4.45405, -1.13293], [0.35596, -4.38705, -1.89040], [2.24499, -5.71150, -0.99651], [5.00616, -7.22849, 0.31716], [4.18333, -7.73499, -1.15882], [3.39263, -7.93324, 0.39932], [4.97765, -4.91434, 0.79051], [5.16105, -2.70565, 1.22606], [3.60866, -1.94002, 1.59329], [4.42046, -1.56033, 0.09003], [1.92761, 4.84954, -0.09307], [4.32010, 5.50069, 0.16556], [6.07930, 4.15862, -0.94228], [5.44972, 2.19768, -2.31507], [3.04702, 1.59826, -2.58580], [0.19801, -3.19640, 1.35641], [-0.19405, -3.21632, 3.78327], [0.50547, -1.26577, 5.15645], [1.56389, 0.67057, 4.07144], [2.74528, 1.59452, 2.23887], [1.38126, 1.77213, 1.14991], [2.77126, 0.81941, 0.64513], [-0.04826, -3.37900, -1.94083], [-0.38635, -5.03139, -1.41513], [0.49156, -4.74640, -2.91181], [1.74569, -6.56802, -1.43980]],
  "atomic_forces_ev_per_a": [[0.02, -0.31, -0.29], [-0.15, 0.00, -0.04], [0.06, -0.07, -0.05], [-0.10, 0.02, 0.02], [0.07, -0.05, -0.02], [0.09, -0.02, -0.01], [-0.20, 0.19, 0.02], [-0.02, -0.04, 0.01], [0.06, -0.11, 0.00], [-0.02, 0.13, -0.08], [0.05, 0.06, 0.18], [0.13, -0.08, -0.01], [0.16, 0.01, 0.10], [-0.02, 0.06, 0.01], [-0.03, -0.01, 0.00], [0.00, 0.00, 0.01], [-0.02, 0.01, 0.00], [0.00, 0.00, 0.00], [-0.01, 0.01, -0.01], [0.00, 0.00, 0.04], [-0.18, -0.18, -0.07], [-0.10, 0.22, -0.06], [0.01, 0.29, -0.01], [0.30, -0.25, 0.12], [0.04, 0.09, 0.00], [-0.06, 0.01, -0.02], [-0.01, -0.05, -0.01], [0.03, 0.02, 0.05], [0.05, -0.04, 0.07], [0.00, -0.01, 0.00], [0.03, -0.01, 0.01], [0.01, 0.00, 0.02], [-0.03, -0.04, 0.05], [0.01, -0.01, -0.01], [0.05, -0.03, 0.01], [-0.12, 0.15, -0.02], [-0.30, -0.01, 0.06], [0.20, 0.22, 0.19], [0.01, -0.17, -0.12], [-0.11, -0.03, -0.07], [0.05, 0.00, 0.06], [-0.03, -0.01, -0.02], [-0.01, -0.02, 0.01], [-0.02, 0.02, 0.00], [0.05, -0.03, -0.03], [0.01, -0.02, -0.03], [0.04, 0.03, 0.00], [0.00, 0.00, 0.01], [-0.03, -0.03, -0.01], [-0.01, 0.05, -0.01], [-0.04, 0.02, 0.02], [0.03, 0.02, -0.03], [0.03, -0.02, -0.02], [0.01, 0.05, -0.02], [-0.03, -0.02, -0.01], [0.02, 0.01, 0.01], [0.00, -0.01, -0.02], [-0.02, 0.00, 0.01], [0.01, 0.00, 0.01], [0.03, 0.00, 0.00], [0.03, -0.01, 0.01], [0.00, 0.00, -0.03], [-0.01, 0.02, 0.00], [0.01, 0.01, 0.01], [0.02, 0.01, 0.00], [0.02, -0.01, -0.01], [0.00, 0.02, 0.01], [-0.01, -0.01, -0.02], [-0.01, -0.01, 0.01], [0.00, 0.00, 0.03], [0.01, 0.02, 0.01], [0.00, 0.02, 0.01], [-0.04, 0.01, -0.03], [0.01, 0.00, 0.00], [-0.01, -0.02, 0.01], [-0.02, -0.01, 0.01], [0.01, 0.00, -0.02], [-0.01, -0.01, -0.01]],
  "lowdin_charge": [1.352, 0.059, -0.276, -0.038, -0.091, -0.060, -0.162, -0.016, -0.048, -0.126, 0.060, -0.184, -0.056, 0.093, 0.106, 0.098, 0.102, 0.112, 0.100, 0.104, -0.028, -0.423, -0.016, -0.624, 0.116, 0.129, 0.132, 0.414, -0.994, -0.059, -0.277, -0.024, -0.300, -0.079, -0.430, 1.419, -0.058, -0.554, -0.142, -0.161, -0.035, -0.095, -0.110, -0.092, -0.040, -0.478, -0.137, -0.096, -0.092, -0.062, -0.333, -0.068, -0.311, -0.084, -0.032, 0.068, 0.076, 0.077, 0.108, 0.072, 0.069, 0.062, 0.109, 0.093, 0.091, 0.094, 0.101, 0.094, 0.097, 0.097, 0.111, 0.083, 0.064, 0.038, 0.010, 0.080, 0.082, 0.119],
  "total_charge": -1,
  "e_above_lowest_kcal_mol": 2.4,
  "homo_lumo_gap_ev": 6.3,
  "mol_weight_g_mol": 876.722
}